1.
DFT (ωB97M-V/def2-TZVPD) results for C32H24BF4NO4P2PdS2 as an isolated structure.

Last column: Löwdin charge in e.
CARTESIAN COORDINATES (ANGSTROEM)
C (3.6800, 2.6510, 1.3116)  -0.342
F (-2.0833, -1.8099, 0.6173)  0.081
C (-3.1383, 0.2183, -3.4134)  0.064
C (2.4103, 3.2860, -1.1651)  -0.350
O (0.0731, 1.1946, -2.1310)  -0.089
C (-2.7175, 1.0156, -1.1362)  -0.328
F (-1.2434, -3.4206, -0.8075)  0.162
H (3.5345, -1.2714, 4.4887)  0.113
C (1.3644, 4.7746, -2.7300)  -0.066
H (6.1027, 1.3028, 3.2468)  0.112
B (-0.9714, -2.3004, -0.0693)  -1.268
S (-0.7661, 0.3306, 2.1449)  0.605
C (-2.2550, 0.7007, -2.4465)  -0.122
H (-1.8381, 1.9793, 4.5245)  0.105
H (6.4950, 3.6944, 3.7261)  0.108
H (4.2814, 0.6320, 1.7132)  0.084
C (3.7108, 4.2672, -2.9320)  -0.072
C (-4.4546, 0.0238, -3.0845)  -0.140
C (-2.1684, 4.0428, 5.0124)  -0.068
H (4.6557, 4.3919, -3.4438)  0.107
C (5.7034, 3.4019, 3.0483)  -0.070
O (-6.5330, -0.6654, -3.7715)  0.073
H (-0.7047, 0.8960, -3.9311)  0.148
P (0.3607, 1.9570, 2.6174)  0.550
H (0.6334, 4.8160, 2.4662)  0.102
C (2.5772, 4.9313, -3.3850)  -0.072
S (2.1748, 0.2007, -0.1656)  0.486
H (3.3096, 4.7605, 1.0782)  0.112
C (1.6770, 1.4630, 3.7552)  -0.328
C (-0.8934, 0.9312, -2.8495)  -0.140
H (2.6425, 5.5758, -4.2521)  0.106
C (2.1614, 0.1548, 3.6817)  -0.107
C (-0.5126, 3.2867, 3.4484)  -0.347
C (5.4856, 2.0585, 2.7792)  -0.070
C (3.1726, -0.2525, 4.5362)  -0.069
H (5.0908, 5.4223, 2.6534)  0.107
F (0.1184, -2.4533, 0.7854)  0.089
C (4.9143, 4.3747, 2.4479)  -0.070
O (-1.9533, 1.5550, -0.2289)  -0.191
C (1.2752, 3.9499, -1.6179)  -0.087
F (-0.5934, -1.2159, -1.0185)  -0.035
Pd (-0.1159, 0.7313, -0.0205)  0.768
C (2.2146, 2.3530, 4.6820)  -0.070
P (2.2943, 2.1973, 0.2596)  0.523
C (3.7097, 0.6389, 5.4562)  -0.079
C (3.9089, 4.0030, 1.5704)  -0.079
C (-1.5320, 3.0042, 4.3498)  -0.075
C (4.4684, 1.6784, 1.9168)  -0.095
H (0.4844, 5.2958, -3.0834)  0.108
C (-4.0838, 0.8141, -0.8531)  0.029
C (-0.7715, 5.6372, 3.8687)  -0.071
N (-5.3760, -0.4870, -4.0990)  -0.359
H (-0.4846, 6.6623, 3.6748)  0.107
C (3.2356, 1.9405, 5.5258)  -0.076
C (-4.9348, 0.3172, -1.8058)  0.030
H (-2.9682, 3.8270, 5.7080)  0.108
H (4.4952, 0.3142, 6.1270)  0.108
H (0.3372, 3.8205, -1.0925)  0.096
H (-2.7967, -0.0099, -4.4141)  0.132
C (0.7467, 2.3277, 0.9898)  -0.586
H (1.7322, -0.5435, 2.9735)  0.079
H (-5.9781, 0.1413, -1.5870)  0.124
H (1.8320, 3.3634, 4.7568)  0.105
H (-2.2861, 6.1643, 5.2909)  0.106
H (4.5140, 2.9299, -1.4639)  0.115
O (-4.9241, -0.7405, -5.1994)  0.070
C (-1.7850, 5.3556, 4.7752)  -0.073
H (-4.4304, 1.0453, 0.1439)  0.127
C (-0.1373, 4.6028, 3.1984)  -0.087
H (3.6497, 2.6337, 6.2463)  0.108
C (3.6296, 3.4451, -1.8210)  -0.077

Values from the calculation:
* total charge: 0
* HOMO level: -8.60 eV
* electronic energy: -3620.95788 Ha
* relative energy (zero: lowest compared OMol25 entry of this formula, charge and spin): 0.0000 eV


2.
DFT (ωB97M-V/def2-TZVPD) results for C32H24Br2IrN7O2S2 as an isolated structure.

Last column: Löwdin charge in e.
CARTESIAN COORDINATES (ANGSTROEM)
C (-4.7954, -1.1980, 2.7188)  0.033
H (-6.4086, 1.4955, 4.6519)  0.127
C (-2.9547, 0.9148, 2.8440)  -0.059
C (0.3446, -3.0624, 0.1044)  -0.204
C (0.5385, -4.2440, 0.7984)  -0.017
H (-1.1882, 4.5505, -3.9651)  0.143
H (-1.9036, -2.7356, -4.6509)  0.130
C (-1.3416, -4.0991, -3.0805)  -0.661
C (0.2611, 3.1007, -1.2701)  -0.203
C (-0.6972, 1.5227, -2.6130)  -0.129
C (1.3147, -1.8632, 1.8295)  -0.122
H (0.0593, 5.1318, -1.9582)  0.116
C (-5.9771, -0.3879, 4.7453)  -0.478
S (-1.7449, 0.1035, 0.5555)  0.779
C (1.9141, 4.8818, 1.3492)  0.023
C (-3.8265, -1.1101, 1.7559)  -0.060
C (2.7626, 3.1389, 2.9737)  0.007
N (0.0127, 1.7960, -1.4939)  -0.039
H (-5.5042, -2.0154, 2.7246)  0.145
H (1.6117, -0.9100, 2.2287)  0.032
S (1.5602, 1.0736, 1.1069)  0.773
C (-0.9537, -1.7547, -3.0123)  -0.083
O (-6.6577, 0.6937, 5.1282)  0.172
C (-0.2783, -3.0134, -1.2277)  -0.193
C (-0.1577, 4.0959, -2.1497)  0.042
H (-1.0436, -0.8146, -3.5213)  0.096
N (2.0742, 3.5692, 1.7557)  -0.101
Br (-1.9653, -5.6281, -3.9197)  0.937
H (2.6458, -2.2501, -0.6252)  0.111
H (-2.2176, 1.7039, 2.8875)  0.113
H (4.2357, 1.2593, -3.6168)  0.145
H (0.2263, -5.1894, 0.3841)  0.116
H (-0.9034, 0.4885, -2.7464)  0.042
N (6.9157, -0.9623, -4.0572)  0.242
C (-4.8874, -0.2146, 3.7153)  -0.060
C (3.9100, 0.4627, -2.9631)  0.045
C (1.5385, -2.9981, 2.5692)  -0.045
H (-3.9802, 1.5332, 4.6049)  0.139
N (0.9703, 3.5212, -0.1177)  0.042
C (1.5012, 2.7556, 0.8638)  -0.585
Ir (0.4522, -0.1529, -0.4827)  0.944
H (4.7898, -2.5704, -1.7633)  0.146
H (3.6034, 2.4967, 2.7181)  0.102
H (2.0712, 2.5990, 3.6181)  0.102
N (-0.3671, -1.7897, -1.8017)  -0.006
N (0.7341, -1.8761, 0.6086)  -0.115
H (2.1042, 1.4463, -2.4128)  0.103
H (2.0113, -2.9275, 3.5385)  0.131
C (1.2335, 4.8696, 0.1982)  0.020
O (-6.1905, -1.4733, 5.1905)  0.190
C (1.1445, -4.2238, 2.0456)  -0.659
H (3.1247, 4.0232, 3.4881)  0.111
C (-1.1477, 2.4393, -3.5248)  0.007
N (2.2529, -0.3891, -1.4609)  -0.120
C (4.2184, -1.6687, -1.9325)  0.049
C (-0.7474, -4.1665, -1.8300)  -0.019
C (3.0116, -1.4887, -1.2925)  -0.070
Br (1.4161, -5.7952, 2.9859)  0.944
H (2.2981, 5.7093, 1.9205)  0.154
H (-3.7553, -1.8479, 0.9693)  0.113
C (4.6826, -0.6805, -2.7918)  -0.167
C (-2.8945, -0.0400, 1.7956)  -0.628
C (-1.4476, -2.8549, -3.6783)  -0.047
C (5.9252, -0.8370, -3.4912)  -0.130
H (0.9242, 5.7008, -0.4018)  0.128
C (-0.8628, 3.7731, -3.2867)  0.020
C (2.7148, 0.5694, -2.2878)  -0.083
C (-3.9433, 0.8187, 3.7918)  0.016
H (-0.6621, -5.1247, -1.3427)  0.115
H (-1.7048, 2.1197, -4.3938)  0.136

Values from the calculation:
* spin multiplicity: 2
* total charge: +3
* ⟨S²⟩: 0.778
* HOMO level (alpha / beta): -16.39 / -16.60 eV
* electronic energy: -7815.46871 Ha
* relative energy (zero: lowest compared OMol25 entry of this formula, charge and spin): 1.2526 eV


3.
DFT (ωB97M-V/def2-TZVPD) results for C32H24BrN8O7Ta as an isolated structure.

Last column: Löwdin charge in e.
CARTESIAN COORDINATES (ANGSTROEM)
C (0.2367, -1.6809, -0.6530)  -0.249
C (-0.6590, -2.7417, -0.5261)  -0.005
C (1.0062, 0.8675, 5.2177)  0.110
C (-0.2168, -4.0307, -0.3167)  0.008
H (-0.9392, -4.8299, -0.2145)  0.133
C (0.2645, -0.1115, 5.8517)  -0.091
C (-0.4048, -1.1054, 5.1639)  0.120
C (-3.5925, 1.8486, 0.3191)  0.021
H (-4.9846, 1.4012, -4.4320)  0.085
C (-0.2986, -1.1166, 3.7857)  -0.050
C (1.6249, -5.7011, 0.1034)  -0.022
Br (0.5596, 4.6817, -0.1015)  0.906
H (-0.4903, -1.5331, -3.1376)  0.130
H (5.5660, 0.2531, -1.3628)  0.123
C (-2.2187, -0.5468, -3.9115)  0.001
H (0.9906, 5.3536, -2.8355)  0.116
N (-1.3951, 1.8637, 0.5105)  -0.097
C (3.8543, -1.1321, -1.2161)  0.005
O (0.7474, -0.3285, 1.7932)  -0.188
N (-0.2540, -0.3488, -0.7747)  -0.120
H (1.4894, 1.6468, 5.7912)  0.151
N (-2.4456, 1.4612, -0.2520)  -0.035
C (0.8494, 3.6126, -1.6107)  -0.709
H (1.8239, -5.8059, 1.1715)  0.100
H (1.4390, 4.0356, -4.9043)  0.135
C (-3.2325, 1.0802, -2.4984)  0.039
C (2.0410, -3.2633, -0.3218)  0.039
H (2.5465, -5.9292, -0.4302)  0.090
O (-1.6988, -1.5701, 2.0557)  0.076
C (-1.2610, -0.7962, -2.9520)  -0.004
O (2.6827, 2.6196, 3.4794)  0.199
C (-1.2699, -0.1224, -1.7268)  -0.239
C (1.1086, 0.8352, 3.8339)  -0.044
O (0.7199, 0.8308, 7.8928)  0.119
C (1.6047, -1.9646, -0.5667)  -0.123
C (-2.2898, 0.8072, -1.5092)  -0.113
O (-1.0871, -3.2211, 3.3086)  0.151
C (1.7774, 1.9518, 3.1077)  -0.457
C (3.6521, 0.9284, -0.4813)  -0.076
C (4.5485, 0.0553, -1.0774)  0.011
C (1.2903, 3.5401, -3.9545)  0.003
N (2.4820, 0.3106, -0.2710)  -0.100
H (1.5627, 1.5281, -4.7006)  0.128
C (1.0373, 4.2750, -2.8160)  -0.081
H (-3.7539, 1.1093, -5.6620)  0.096
O (1.1642, 2.1882, 1.8881)  -0.268
N (0.8896, 2.2755, -1.4829)  -0.087
H (3.0989, -3.4551, -0.1987)  0.129
C (1.3576, 2.1558, -3.8458)  -0.009
H (-4.7425, -0.2214, -5.0785)  0.097
C (1.1436, -4.3153, -0.1994)  -0.235
H (-1.2616, 2.9436, 2.3115)  0.122
C (0.4999, -0.1968, 3.1135)  -0.211
C (-4.2328, 0.6932, -4.7747)  -0.025
C (-3.2191, 0.4059, -3.7091)  -0.242
H (0.8781, -6.4441, -0.1679)  0.090
Ta (0.5584, 1.0190, 0.4530)  1.941
H (-1.7191, -2.5350, -0.5753)  0.133
H (-2.1876, -1.0939, -4.8454)  0.133
H (1.2170, 0.5061, -2.5153)  0.099
O (-0.4912, -0.9571, 7.8470)  0.118
C (-3.2958, 2.5384, 1.4845)  0.020
H (4.1460, -2.0780, -1.6384)  0.146
H (-4.5377, 1.5981, -0.1312)  0.151
N (0.1470, -0.0714, 7.3285)  -0.347
H (3.7788, 1.9624, -0.2003)  0.136
H (-1.0012, -1.8370, 5.6922)  0.151
N (-1.0849, -2.0592, 2.9933)  -0.328
H (-3.9936, 2.9784, 2.1741)  0.127
C (1.1598, 1.5777, -2.6194)  -0.125
N (2.6174, -0.9617, -0.7183)  -0.043
H (-3.9827, 1.8400, -2.3208)  0.126
C (-1.9196, 2.5267, 1.5671)  -0.092

Values from the calculation:
* total charge: +2
* HOMO level: -13.84 eV
* electronic energy: -4829.04674 Ha
* relative energy (zero: lowest compared OMol25 entry of this formula, charge and spin): 0.2561 eV